[1]
The following is a quantum chemistry calculation of the ion C5H8N3O3 with charge +1 at a distorted geometry, from OMol25.

Results
Spin multiplicity: 3
Net charge: +1
HOMO (spin up / spin down) in Eh: -0.41566 / -0.49490
ΔE to the lowest compared entry with this formula, charge and spin in kJ/mol: 274.29
Calculated total energy in a.u.: -584.7711
Expectation value of S²: 2.02

```
19
Properties=species:S:1:pos:R:3:forces:R:3:lowdin_charge:R:1
C 1.186 0.370 0.153 3.5 -0.2 -1.6 0.055
C 2.257 -0.480 -0.164 2.3 -0.8 1.2 -0.273
C -1.104 0.970 0.362 0.9 0.9 1.8 -0.084
C -2.385 0.377 -0.164 -1.9 2.3 -0.1 -0.106
C -0.650 -1.170 -0.228 0.0 -3.2 -0.6 0.000
N -0.068 -0.035 0.059 -3.1 5.5 1.9 -0.088
N 3.600 0.398 -0.027 0.1 -1.0 -0.1 -0.349
N -2.122 -1.053 -0.096 0.0 -3.1 0.4 0.081
O 4.578 -0.125 0.422 -0.3 -0.5 0.1 0.139
O 3.539 1.528 -0.438 -0.5 1.2 -0.3 0.068
O 2.446 -1.676 -0.282 -1.0 0.8 -0.2 0.154
H 1.581 1.408 0.076 -1.3 -0.3 0.5 0.158
H -0.738 1.938 0.045 -0.5 0.2 -0.8 0.140
H -1.201 1.163 1.475 0.2 -0.7 -0.9 0.160
H -3.185 0.642 0.612 0.7 -0.4 -1.7 0.170
H -2.675 0.602 -1.229 0.4 0.2 1.3 0.167
H 0.100 -1.872 -0.548 -1.1 -1.6 -0.3 0.148
H -2.570 -1.375 0.844 1.3 -0.1 -1.6 0.234
H -2.590 -1.611 -0.873 0.5 0.8 1.2 0.224
```
Forces are in eV/Å.

***

[2]
The following is a quantum chemistry calculation of the ion C5H8N3O3 with charge +1 at a distorted geometry, from OMol25.

Results
Spin multiplicity: 3
Net charge: +1
HOMO (spin up / spin down) in Eh: -0.39157 / -0.55491
ΔE to the lowest compared entry with this formula, charge and spin in kJ/mol: 18.85
Calculated total energy in a.u.: -584.8684
Expectation value of S²: 2.01

```
19
Properties=species:S:1:pos:R:3:forces:R:3:lowdin_charge:R:1
C 1.266 -0.433 0.535 2.0 -1.2 3.5 -0.106
C -0.653 -1.498 -0.216 0.9 -0.7 0.7 -0.463
C -2.517 -0.038 0.118 -1.4 -1.3 1.0 -0.192
C -0.275 0.982 0.011 0.2 -1.5 -3.6 -0.389
C 0.389 1.382 -1.270 -1.8 -0.5 -2.5 0.019
N 0.653 -1.612 0.308 -1.3 -0.2 -1.2 0.165
N -1.161 -0.195 -0.086 1.5 1.9 0.0 0.070
N 2.580 -0.352 0.780 1.5 3.2 0.9 0.134
O -1.297 -2.413 -0.587 -0.6 -0.8 -0.4 0.186
O -2.948 0.925 0.699 0.2 0.3 -0.3 0.110
O -0.392 1.789 0.991 -2.4 -1.6 1.8 0.209
H -3.114 -0.968 -0.128 0.5 1.0 -0.1 0.184
H 1.479 1.327 -1.282 -0.1 0.4 0.0 0.087
H -0.017 2.325 -1.762 0.7 -0.5 1.3 0.133
H -0.055 0.646 -2.031 1.2 0.6 1.0 0.130
H 1.128 -2.544 0.228 -0.4 1.3 -0.2 0.210
H 3.060 0.484 1.316 -1.9 -2.0 -1.4 0.190
H 3.144 -1.173 0.970 -0.3 -0.3 -0.7 0.123
H -1.269 1.366 1.405 1.4 1.9 0.1 0.198
```
Forces are in eV/Å.

***

[3]
The following is a quantum chemistry calculation of a structure of composition C5H8N3SeTl, from OMol25.

Results
HOMO in Eh: -0.27561
ΔE to the lowest compared entry with this formula, charge and spin in kJ/mol: 5.78
Calculated total energy in a.u.: -2933.4507

```
18
Properties=species:S:1:pos:R:3:forces:R:3:lowdin_charge:R:1
Tl 2.283 -0.547 -0.722 0.0 0.0 0.0 0.566
N 5.521 -0.588 0.506 0.0 0.0 -0.1 -0.104
N 5.216 -1.806 -0.182 -0.1 -0.1 0.1 -0.143
H 6.480 -0.578 0.835 0.0 0.0 0.0 0.066
H 4.922 -0.534 1.319 0.0 0.0 0.0 0.044
H 5.567 -2.619 0.314 0.0 0.0 0.0 0.067
H 5.670 -1.776 -1.084 0.0 0.1 0.0 0.061
Se -0.322 0.006 -0.259 0.2 0.0 0.0 0.297
C -2.154 0.488 -0.158 -0.1 0.0 0.0 -0.691
C -2.704 1.456 -0.992 0.0 0.0 0.0 -0.129
C -4.050 1.762 -0.868 -0.1 0.0 0.0 -0.164
N -4.875 1.189 0.009 0.2 0.0 0.0 0.042
C -4.334 0.265 0.803 0.0 0.0 0.0 -0.164
C -3.002 -0.118 0.763 0.0 0.0 0.0 -0.132
H -2.095 1.964 -1.728 0.0 0.0 0.0 0.093
H -4.489 2.515 -1.515 0.0 0.0 0.0 0.100
H -5.003 -0.203 1.518 0.0 0.0 0.0 0.100
H -2.633 -0.876 1.440 0.0 0.0 0.0 0.091
```
Forces are in eV/Å.

***

[4]
The following is a quantum chemistry calculation of a structure of composition C5H8N4 at a distorted geometry, from OMol25.

Results
HOMO in Eh: -0.27323
ΔE to the lowest compared entry with this formula, charge and spin in kJ/mol: 333.89
Calculated total energy in a.u.: -414.2050

```
17
Properties=species:S:1:pos:R:3:forces:R:3:lowdin_charge:R:1
C -1.646 -0.346 -1.045 1.2 0.8 0.0 -0.062
C 0.100 0.204 0.146 3.8 -1.8 2.2 0.022
C -0.563 -0.906 -0.434 0.4 1.9 1.4 -0.282
C -0.486 1.382 -0.197 1.4 0.4 -0.1 -0.409
C 1.574 -0.775 1.113 -2.5 3.0 0.2 -0.087
N -1.524 1.059 -0.980 -2.2 -0.4 -0.5 0.053
N 0.013 -2.159 -0.106 -1.1 -1.7 1.7 -0.017
N 1.326 -1.953 0.456 -0.1 -2.9 -1.4 -0.160
N -0.130 2.731 -0.011 -0.3 -1.0 3.3 0.088
H -2.467 -0.756 -1.504 -1.6 -0.9 -1.1 0.073
H 2.545 -0.360 0.914 0.4 0.2 -0.3 0.061
H 1.419 -0.728 2.266 -0.4 -0.1 -2.0 0.098
H -2.283 1.730 -1.200 0.9 -0.9 0.2 0.168
H -0.571 -2.636 0.664 1.1 1.0 -1.7 0.150
H 2.028 -2.486 -0.110 -1.0 1.6 0.8 0.142
H 0.485 2.796 0.837 -0.7 0.3 -1.6 0.111
H 0.179 3.201 -0.808 0.8 0.7 -1.2 0.052
```
Forces are in eV/Å.

***

[5]
The following is a quantum chemistry calculation of the molecule C5H8N4 at a distorted geometry, from OMol25.

Results
SMILES: [H]/N=C/NC1=NC(C)=NC1
HOMO in Eh: -0.33949
ΔE to the lowest compared entry with this formula, charge and spin in kJ/mol: 68.43
Calculated total energy in a.u.: -414.3061

```
17
Properties=species:S:1:pos:R:3:forces:R:3:lowdin_charge:R:1
C 2.482 -1.325 -0.065 -0.8 -0.7 -1.1 -0.023
C 1.584 -0.194 0.019 1.7 -1.3 0.1 -0.527
C 0.709 1.708 0.023 0.7 1.6 -2.3 -0.142
C -0.293 0.686 0.219 -1.6 -3.3 1.6 -0.251
C -2.439 -0.417 -0.089 -0.2 -2.0 -0.4 -0.319
H 2.803 -1.441 0.916 1.0 -0.8 1.8 0.065
H 3.307 -1.155 -0.739 0.1 -0.1 -0.2 0.086
H 1.806 -2.147 -0.307 0.7 -0.5 -0.2 0.087
H 0.399 2.359 -0.799 0.3 0.2 0.0 0.128
H 0.926 2.315 0.871 -0.2 0.6 0.9 0.121
H -2.292 1.439 0.254 -0.9 2.8 0.4 0.109
H -1.799 -1.343 -0.247 -1.0 1.1 0.3 0.137
H -4.055 -1.359 -0.223 0.4 2.4 0.2 0.078
N 1.966 0.968 -0.287 -1.7 1.8 0.3 0.125
N -1.695 0.713 0.064 3.2 -1.1 0.1 0.097
N -3.722 -0.331 -0.093 0.6 -2.8 -0.1 0.059
N 0.312 -0.476 0.481 -2.2 2.0 -1.4 0.169
```
Forces are in eV/Å.

***

[6]
The following is a quantum chemistry calculation of the molecule C5H8N4 at a distorted geometry, from OMol25.

Results
SMILES: [H]/N=C\N1N/C(=N/[H])CC1=C
HOMO in Eh: -0.32236
ΔE to the lowest compared entry with this formula, charge and spin in kJ/mol: 564.50
Calculated total energy in a.u.: -414.1171

```
17
Properties=species:S:1:pos:R:3:forces:R:3:lowdin_charge:R:1
C 1.107 1.710 -0.351 0.4 4.1 -6.2 -0.031
C 0.313 0.743 -0.066 -2.9 -6.1 3.2 -0.260
C -1.083 0.612 0.792 2.7 1.6 -1.2 -0.052
C -1.769 -0.489 0.030 1.1 -1.4 1.6 -0.380
C 1.776 -1.314 0.234 0.5 -0.8 0.0 -0.323
H 0.664 2.830 -0.322 1.3 -2.7 0.5 0.107
H 1.569 1.522 -1.575 -0.4 0.5 4.2 0.168
H -1.532 1.562 0.529 -0.7 0.2 0.8 0.095
H -0.904 0.449 1.922 -0.4 0.1 -2.0 0.155
H -3.594 0.227 0.101 1.6 -2.4 0.0 0.105
H -0.963 -1.915 -1.127 0.4 -1.3 -3.0 0.085
H 1.304 -2.307 0.425 2.1 -0.5 0.9 0.121
H 3.171 0.168 -0.289 -1.1 -3.8 2.9 0.124
N -3.028 -0.700 -0.090 0.6 2.0 -0.7 0.104
N -0.645 -1.443 -0.358 -2.0 2.5 4.4 0.072
N 0.599 -0.784 -0.222 -0.9 5.8 -2.3 -0.114
N 3.014 -0.871 0.367 -2.4 2.2 -3.0 0.025
```
Forces are in eV/Å.

***

[7]
The following is a quantum chemistry calculation of the molecule C5H8N4O3S at a distorted geometry, from OMol25.

Results
SMILES: CC(=O)N(n1cnnc1)S(C)(=O)=O
HOMO in Eh: -0.37319
ΔE to the lowest compared entry with this formula, charge and spin in kJ/mol: 108.89
Calculated total energy in a.u.: -1038.1462

```
21
Properties=species:S:1:pos:R:3:forces:R:3:lowdin_charge:R:1
C 2.176 -0.904 -0.614 -0.7 -1.6 -2.1 -0.205
C 2.319 0.739 0.647 -0.2 2.3 2.4 -0.189
C -1.034 -1.036 0.259 0.0 0.0 1.2 -0.505
C -0.458 -2.389 0.571 -4.6 -0.5 -1.7 0.025
C -2.150 1.816 -0.963 0.4 -3.4 0.1 -0.107
N 3.457 -0.691 -0.504 -1.5 -0.3 -0.1 0.037
N 3.526 0.380 0.321 0.2 1.0 1.0 0.014
N 1.392 -0.039 0.053 -2.7 -0.5 0.2 0.014
N -0.149 -0.006 0.039 2.7 2.4 -0.4 0.016
O -2.232 -0.763 0.264 1.6 -0.8 -0.3 0.043
O -1.399 1.666 1.524 0.1 0.4 0.7 -0.251
O 0.199 2.524 -0.244 -0.2 -0.3 0.7 -0.288
S -0.854 1.666 0.220 0.9 -0.5 -1.4 0.698
H 1.663 -1.586 -1.239 0.2 -0.9 -0.6 0.112
H 2.052 1.517 1.390 0.4 -0.6 -0.9 0.138
H -1.264 -2.820 1.191 0.5 0.0 0.0 0.107
H 0.437 -2.510 1.025 2.9 0.2 1.2 0.043
H -0.540 -2.966 -0.364 0.4 0.0 0.2 0.108
H -2.490 2.780 -0.914 -0.8 2.5 0.2 0.048
H -1.755 1.567 -1.923 0.5 0.1 -0.7 0.075
H -2.897 1.055 -0.739 -0.1 0.4 0.2 0.067
```
Forces are in eV/Å.

***

[8]
The following is a quantum chemistry calculation of a cluster of 2 separate species, C5H8NO in total at a distorted geometry, from OMol25.

Results
Net charge: -1
HOMO (spin up / spin down) in Eh: -0.12459 / -0.07807
ΔE to the lowest compared entry with this formula, charge and spin in kJ/mol: 470.05
Calculated total energy in a.u.: -325.0979

```
15
Properties=species:S:1:pos:R:3:forces:R:3:lowdin_charge:R:1
C -1.941 -1.169 0.451 0.0 2.0 -0.9 -0.045
C 1.156 0.708 1.200 2.9 -0.7 0.4 -0.120
C -1.465 -0.239 -0.428 -1.1 0.2 1.6 -0.328
C 1.012 0.756 -0.101 -0.2 0.8 0.9 -0.260
C 1.875 0.099 -1.057 0.3 -3.9 0.9 -0.198
N -1.638 1.176 -0.408 0.3 0.2 1.6 -0.145
O -2.097 1.666 0.703 0.8 -1.3 -1.9 -0.229
H -2.086 -2.087 -0.016 0.1 -2.0 -0.2 -0.010
H -2.511 -0.923 1.312 -0.2 0.3 0.7 0.014
H 0.516 1.169 1.898 -1.0 0.3 0.7 0.001
H 2.165 0.244 1.665 -2.0 0.9 -0.9 0.071
H -1.079 -0.678 -1.322 0.4 0.5 -0.8 0.059
H 1.244 -0.858 -1.127 1.1 0.6 -0.4 0.076
H 2.943 -0.297 -0.724 -1.8 1.1 -0.3 0.094
H 1.907 0.435 -2.047 0.2 1.0 -1.4 0.021
```
Forces are in eV/Å.

***

Question: Among the records above, which one has the lowest ΔE to the lowest compared entry with this formula, charge and spin?
Answer: C5H8N3SeTl